Entry A
Formula: C3H3FOS
Source: the Open Molecules 2025 dataset
Level of theory: wB97M-V/def2-TZVPD

Structure (XYZ):
```
9
Properties=species:S:1:pos:R:3
C -1.91 0.23 0.05
C -0.39 0.60 0.08
C 0.56 -0.51 0.31
H -2.50 0.42 0.92
H -2.37 0.69 -0.81
H 0.25 -1.53 0.63
O -0.09 1.73 -0.04
F -1.95 -1.16 -0.17
S 2.08 -0.31 -0.10
```

As for the highest occupied orbital energy: -0.34093 Ha. The value obtained for the HOMO-LUMO gap is 0.2864 Ha.

Now the natural (NBO) charges, all in e: -0.041, 0.479, -0.444, 0.194, 0.193, 0.241, -0.465, -0.375, 0.218



Entry B
Formula: C3H3FOS
Source: the Open Molecules 2025 dataset
Level of theory: wB97M-V/def2-TZVPD

Structure (XYZ):
```
9
Properties=species:S:1:pos:R:3
C 1.86 0.52 -0.17
C 0.54 0.24 0.01
C -2.13 -0.30 0.08
H 2.50 1.40 -0.12
H 0.30 -0.75 0.42
H -1.42 -1.23 -0.02
O -3.41 -0.43 -0.16
F 2.73 -0.54 -0.03
S -0.97 1.09 0.00
```

As for the highest occupied orbital energy: -0.34782 Ha. The value obtained for the HOMO-LUMO gap is 0.3430 Ha.

Now the natural (NBO) charges, all in e: 0.228, -0.492, 0.220, 0.202, 0.237, 0.135, -0.511, -0.344, 0.326



Relative energies in kJ/mol: entry A 0.0; entry B 93.1



Entry A
Formula: C40H45N4O4RbSSb2
Source: the Open Molecules 2025 dataset
Level of theory: wB97M-V/def2-TZVPD

Structure (XYZ):
```
97
Properties=species:S:1:pos:R:3
Rb -0.26 -0.31 0.84
O -0.20 -4.37 1.01
C -0.53 -3.87 2.13
C 0.08 -4.32 3.34
C -0.29 -3.83 4.56
C -1.28 -2.85 4.67
C -1.87 -2.36 3.53
C -1.55 -2.85 2.26
C -2.27 -2.53 1.05
N -3.03 -1.59 0.66
C -3.34 -0.43 1.45
C -3.96 0.64 0.53
N -2.98 1.14 -0.41
C -2.44 2.26 -0.18
C -2.68 3.18 0.95
C -3.55 4.25 0.82
C -3.75 5.15 1.85
C -3.06 4.96 3.04
C -2.17 3.92 3.19
C -1.91 2.98 2.15
O -1.07 2.04 2.26
H 0.84 -5.08 3.25
H 0.19 -4.22 5.46
H -1.58 -2.50 5.64
H -2.66 -1.63 3.64
H -2.14 -3.32 0.30
H -2.46 0.01 1.95
H -4.10 -0.67 2.21
H -4.37 1.45 1.14
H -4.75 0.16 -0.05
H -1.71 2.58 -0.91
H -4.10 4.37 -0.11
H -4.45 5.97 1.73
H -3.23 5.64 3.87
H -1.64 3.78 4.12
C 2.06 -4.94 -1.00
Sb 0.86 -3.10 -1.01
C -0.75 -4.15 -2.03
C 1.99 -2.48 -2.88
C 1.29 -2.86 -4.10
C 1.44 -4.15 -4.61
C 0.68 -4.61 -5.67
C -0.23 -3.77 -6.28
C -0.35 -2.47 -5.82
C 0.38 -1.99 -4.74
C 0.21 -0.59 -4.32
Sb -1.13 -0.28 -2.57
C -2.81 -1.16 -3.68
C -1.60 1.68 -3.42
H 1.99 -5.43 -1.96
H 1.68 -5.59 -0.23
H 3.10 -4.70 -0.79
H -0.46 -4.47 -3.03
H -1.62 -3.50 -2.10
H -0.99 -5.01 -1.42
H 2.95 -2.99 -2.79
H 2.14 -1.42 -2.76
H 2.15 -4.81 -4.14
H 0.80 -5.63 -6.02
H -0.82 -4.11 -7.12
H -1.04 -1.79 -6.32
H -0.22 -0.01 -5.13
H 1.15 -0.14 -4.01
H -2.96 -0.65 -4.63
H -3.70 -1.07 -3.07
H -2.60 -2.21 -3.86
H -1.67 1.62 -4.51
H -0.83 2.38 -3.15
H -2.56 2.02 -3.04
C 3.36 6.67 1.09
C 3.14 5.21 0.79
C 1.90 4.61 1.01
C 1.71 3.26 0.75
C 2.76 2.51 0.25
C 3.99 3.10 0.01
C 4.18 4.44 0.29
S 2.54 0.74 -0.13
O 3.74 0.34 -0.83
O 1.34 0.68 -0.95
N 2.29 -0.11 1.17
C 2.42 0.21 2.45
C 3.29 1.21 2.96
C 3.35 1.45 4.31
C 2.58 0.69 5.17
C 1.77 -0.28 4.60
N 1.68 -0.52 3.31
H 2.46 7.10 1.52
H 3.62 7.22 0.19
H 4.18 6.80 1.80
H 1.08 5.20 1.39
H 0.76 2.79 0.95
H 4.79 2.48 -0.38
H 5.15 4.90 0.13
H 3.91 1.77 2.27
H 4.01 2.22 4.70
H 2.60 0.84 6.24
H 1.13 -0.91 5.22
```

As for the highest occupied orbital energy: -0.07619 Ha. As for the total charge: -2. The value obtained for the HOMO-LUMO gap is 0.2188 Ha.

Now the Mulliken charges, all in e: 1.917, -0.900, 0.247, -0.544, -0.488, -0.897, -0.162, 0.891, -0.588, -0.437, -0.251, -1.461, -0.035, 0.133, -0.627, -0.099, -0.719, -0.362, -0.990, 0.162, -0.585, 0.396, 0.329, 0.372, 0.181, 0.483, 0.214, 0.510, 0.542, 0.445, 0.524, 0.375, 0.351, 0.372, 0.414, -1.496, 0.518, -1.360, -1.689, 0.835, -0.630, -0.549, -0.667, -0.509, 1.325, -2.144, 0.464, -1.575, -1.610, 0.413, 0.351, 0.365, 0.452, 0.171, 0.601, 0.685, 0.168, 0.250, 0.365, 0.366, 0.263, 0.655, 0.777, 0.430, 0.427, 0.431, 0.548, 0.417, 0.410, -1.582, 1.277, -0.802, -0.163, -1.480, -0.187, -0.637, 0.920, -0.871, 0.306, -0.499, 0.448, -0.533, -0.524, -0.810, -0.157, -0.006, 0.338, 0.330, 0.336, 0.401, 0.392, 0.509, 0.352, 0.411, 0.388, 0.371, 0.299



Entry B
Formula: C40H45N4O4RbSSb2
Source: the Open Molecules 2025 dataset
Level of theory: wB97M-V/def2-TZVPD

Structure (XYZ):
```
97
Properties=species:S:1:pos:R:3
Rb 0.76 0.07 0.13
O -0.22 -1.13 -2.33
C 0.71 -0.39 -2.77
C 1.90 -0.92 -3.36
C 2.92 -0.11 -3.79
C 2.84 1.29 -3.69
C 1.72 1.84 -3.12
C 0.65 1.05 -2.68
C -0.58 1.60 -2.14
N -0.79 2.53 -1.28
C 0.33 3.15 -0.61
C -0.04 3.50 0.83
N -0.27 2.31 1.62
C -0.17 2.39 2.89
C -0.33 1.30 3.83
C -0.09 1.56 5.18
C -0.13 0.58 6.15
C -0.41 -0.74 5.75
C -0.66 -1.04 4.43
C -0.67 -0.04 3.39
O -0.96 -0.34 2.20
H 1.98 -2.00 -3.43
H 3.82 -0.56 -4.20
H 3.67 1.91 -4.01
H 1.64 2.92 -3.04
H -1.48 1.09 -2.50
H 0.59 4.09 -1.11
H 1.23 2.52 -0.61
H -0.96 4.10 0.82
H 0.77 4.11 1.26
H 0.09 3.35 3.36
H 0.16 2.58 5.47
H 0.06 0.81 7.19
H -0.43 -1.53 6.49
H -0.88 -2.06 4.13
C -4.19 1.54 -1.41
Sb -2.94 1.07 0.33
C -3.48 3.01 1.18
C -4.73 0.20 1.36
C -5.33 -1.03 0.77
C -6.56 -0.96 0.13
C -7.21 -2.08 -0.37
C -6.63 -3.32 -0.20
C -5.39 -3.42 0.41
C -4.70 -2.29 0.88
C -3.34 -2.45 1.42
Sb -1.73 -2.31 -0.14
C -1.67 -4.51 -0.33
C -3.05 -2.23 -1.85
H -5.04 2.16 -1.12
H -4.57 0.62 -1.86
H -3.58 2.07 -2.14
H -4.56 3.10 1.31
H -3.14 3.78 0.49
H -2.98 3.16 2.14
H -5.47 1.00 1.38
H -4.39 0.03 2.38
H -7.03 0.02 0.02
H -8.17 -1.98 -0.86
H -7.13 -4.22 -0.56
H -4.92 -4.39 0.53
H -3.19 -3.43 1.88
H -3.05 -1.67 2.13
H -2.65 -4.91 -0.60
H -1.34 -4.96 0.61
H -0.96 -4.77 -1.11
H -3.95 -2.81 -1.69
H -2.49 -2.61 -2.70
H -3.31 -1.19 -2.05
C 8.13 0.90 4.46
C 7.20 0.93 3.27
C 7.70 1.04 1.97
C 6.85 1.07 0.88
C 5.48 0.99 1.08
C 4.96 0.88 2.36
C 5.82 0.85 3.45
S 4.33 1.05 -0.31
O 3.63 2.30 -0.14
O 5.17 0.95 -1.49
N 3.31 -0.11 -0.04
C 3.58 -1.43 -0.22
C 4.82 -1.96 -0.67
C 4.96 -3.32 -0.83
C 3.90 -4.16 -0.53
C 2.73 -3.57 -0.08
N 2.57 -2.27 0.10
H 9.16 0.72 4.15
H 7.83 0.12 5.16
H 8.09 1.85 4.99
H 8.78 1.11 1.82
H 7.21 1.16 -0.13
H 3.89 0.81 2.48
H 5.43 0.76 4.45
H 5.61 -1.27 -0.92
H 5.91 -3.72 -1.18
H 3.97 -5.23 -0.66
H 1.87 -4.18 0.17
```

As for the highest occupied orbital energy: -0.07000 Ha. As for the total charge: -2. The value obtained for the HOMO-LUMO gap is 0.2123 Ha.

Now the Mulliken charges, all in e: 0.803, -0.524, -0.402, -0.678, -0.245, -0.863, 0.094, 0.414, 0.004, -0.251, 0.109, -1.438, 0.990, -1.149, 1.143, -0.549, -0.837, -0.315, -0.948, 0.026, 0.394, 0.370, 0.323, 0.317, 0.340, 0.060, 0.291, -0.201, 0.208, 0.457, 0.018, 0.298, 0.356, 0.378, 0.327, -1.603, 0.765, -1.593, -2.077, 1.141, -0.706, -0.686, -0.547, -0.486, 0.926, -1.167, 0.585, -1.562, -1.270, 0.518, 0.451, 0.433, 0.543, 0.411, 0.348, 0.650, 0.644, 0.270, 0.377, 0.359, 0.221, 0.631, -0.014, 0.444, 0.366, 0.343, 0.478, 0.498, 0.088, -1.433, 1.146, -0.747, -0.369, -0.508, -0.737, -0.870, 1.447, -0.845, -0.713, 0.311, 0.232, -0.677, -0.562, -0.759, -0.360, 0.108, 0.340, 0.346, 0.284, 0.272, 0.503, 0.626, 0.386, 0.399, 0.374, 0.384, 0.322



Relative energies in kJ/mol: entry A 43.0; entry B 0.0



Entry A
Formula: C3H7BO2
Source: the Open Molecules 2025 dataset
Level of theory: wB97M-V/def2-TZVPD

Structure (XYZ):
```
13
Properties=species:S:1:pos:R:3
B -3.15 -0.34 0.18
C -1.67 -0.33 -0.11
C 1.91 -0.07 0.30
C 0.61 0.42 -0.09
O -2.07 0.85 0.11
O -0.42 -0.68 -0.19
H -3.84 -0.34 -0.73
H -3.51 -0.64 1.28
H 1.79 -0.51 1.21
H 2.36 -0.67 -0.48
H 2.80 0.79 0.20
H 0.50 0.94 -1.07
H 0.11 1.06 0.61
```

As for the highest occupied orbital energy: -0.39458 Ha. The value obtained for the HOMO-LUMO gap is 0.4211 Ha.

Now the natural (NBO) charges, all in e: 0.139, 0.619, -0.634, -0.087, -0.559, -0.466, -0.053, -0.048, 0.222, 0.228, 0.235, 0.198, 0.205



Entry B
Formula: C3H7BO2
Source: the Open Molecules 2025 dataset
Level of theory: wB97M-V/def2-TZVPD

Structure (XYZ):
```
13
Properties=species:S:1:pos:R:3
B -0.83 -0.48 -1.04
C -0.47 0.59 1.54
C 0.23 0.46 0.44
C 1.72 0.49 0.47
O -1.48 0.31 -1.94
O -0.86 -1.78 -0.88
H -0.07 0.96 2.45
H -1.48 0.56 1.64
H 2.22 -0.54 0.68
H 2.18 0.90 -0.43
H 2.07 1.14 1.25
H -1.99 -0.17 -2.70
H -1.25 -2.44 -1.47
```

As for the highest occupied orbital energy: -0.33684 Ha. The value obtained for the HOMO-LUMO gap is 0.3409 Ha.

Now the natural (NBO) charges, all in e: 1.118, -0.439, -0.166, -0.664, -0.915, -0.919, 0.171, 0.184, 0.217, 0.211, 0.207, 0.491, 0.505



Relative energies in kJ/mol: entry A 220.0; entry B 0.0